# 1
56
Properties=species:S:1:pos:R:3:lowdin_charge:R:1 method="wB97M-V/def2-TZVPD" mol_weight_g_mol=479.4 e_above_lowest_kcal_mol=0.0 orbital_gap_ev=9.76
C 6.7533 1.2929 0.8935 -0.10
C 5.9788 -0.0023 0.5958 -0.25
C 4.6121 0.2854 -0.0077 -0.24
N 3.9076 -0.9560 -0.3432 0.01
C 2.5772 -0.7716 -0.8136 -0.37
C 1.7107 -2.0234 -0.7208 -0.12
C 0.5963 -1.8923 0.3231 -0.20
C -0.7047 -1.2715 -0.2187 -0.20
C -1.9479 -2.0441 0.2025 -0.24
N -3.1513 -1.3462 -0.2591 0.00
C -3.4428 -0.1460 0.4539 -0.55
N -3.0896 0.0228 1.6524 0.15
N -4.0804 0.8169 -0.3644 0.11
O 2.5710 -0.3528 -2.2389 -0.05
C 2.6116 0.9051 -2.6502 -0.94
O 3.1598 1.2739 -3.6185 0.06
I 1.1829 2.2290 -1.7249 0.91
H 6.0811 2.1591 0.8915 0.07
H 7.5165 1.4925 0.1374 0.07
H 7.2342 1.2626 1.8727 0.07
H 5.8643 -0.6125 1.4950 0.08
H 6.5379 -0.6023 -0.1346 0.11
H 4.7658 0.9166 -0.9009 0.12
H 3.9949 0.8646 0.6882 0.13
H 4.4459 -1.4413 -1.0572 0.14
H 2.1358 0.0358 -0.2266 0.08
H 1.2562 -2.1815 -1.7049 0.12
H 2.3448 -2.8893 -0.5156 0.12
H 0.3806 -2.8887 0.7311 0.10
H 0.9553 -1.2848 1.1638 0.10
H -0.8057 -0.2466 0.1526 0.09
H -0.6729 -1.2172 -1.3132 0.11
H -1.9446 -2.1803 1.2924 0.11
H -1.9367 -3.0395 -0.2557 0.12
H -3.9597 -1.9582 -0.1995 0.12
H -3.3029 0.9694 1.9632 0.06
H -4.2844 0.3608 -1.2491 0.08
H -4.9727 1.0701 0.0556 0.06
C -2.5897 2.9585 -2.5802 -0.10
C -2.4889 4.3995 -2.3844 -0.29
N -2.4082 5.5326 -2.2285 0.12
H -1.6589 2.5750 -2.9966 0.02
H -2.7885 2.4667 -1.6286 0.05
H -3.4033 2.7378 -3.2702 0.08
C 1.7263 -2.8775 3.6977 -0.06
C 2.9972 -2.2027 3.4606 -0.27
N 4.0012 -1.6761 3.2910 0.15
H 1.8709 -3.9563 3.6755 0.09
H 1.3325 -2.5917 4.6714 0.09
H 1.0081 -2.5975 2.9292 0.05
C -8.2517 2.0965 -0.4401 -0.07
C -7.7430 1.1276 0.5248 -0.29
N -7.3380 0.3678 1.2836 0.13
H -8.9005 1.5979 -1.1578 0.08
H -8.8190 2.8680 0.0771 0.09
H -7.4249 2.5645 -0.9720 0.08


# 2
21
Properties=species:S:1:pos:R:3:lowdin_charge:R:1 method="wB97M-V/def2-TZVPD" mol_weight_g_mol=149.1 e_above_lowest_kcal_mol=29.6 spin_multiplicity=3 orbital_gap_ev="3.59 / 5.77"
C 2.6196 0.4698 0.5941 -0.20
C 1.8683 -0.3608 -0.4935 -0.25
C 1.3172 1.1718 0.7696 -0.18
C -0.2423 0.6362 -0.9228 -0.34
C -2.0277 -1.4342 0.6772 -0.20
N 0.5769 0.0200 0.1018 0.10
O -4.0553 0.4151 0.0037 -0.34
O -1.4842 0.8978 -0.3952 -0.23
P -2.7335 -0.1393 -0.3551 0.58
H 3.0329 -0.1663 1.4925 0.14
H 3.5395 0.9620 0.3062 0.09
H 2.1516 0.0431 -1.4120 0.06
H 2.0091 -1.5027 -0.5023 0.11
H 0.8539 1.3429 1.8214 0.15
H -2.8141 -0.6291 -1.5976 0.03
H -0.4341 0.0352 -1.7579 0.09
H 0.3298 1.4704 -1.3490 0.10
H -1.0269 -1.5951 0.4083 -0.02
H -2.3363 -1.2899 1.7287 0.06
H -2.5235 -2.5215 0.6648 0.11
H 1.3792 2.1745 0.2171 0.14


# 3
45
Properties=species:S:1:pos:R:3:lowdin_charge:R:1 method="wB97M-V/def2-TZVPD" mol_weight_g_mol=318.4 smiles="Cc1c(O)ccc2c(CN3CCN(CCO)CC3)cc(=O)oc12" e_above_lowest_kcal_mol=48.8 orbital_gap_ev=8.45
C -5.2378 -0.6226 -0.6128 -0.01
C -4.0225 0.1556 -0.2175 -0.12
C -4.0496 1.5420 -0.0908 -0.26
C -2.8974 2.2423 0.2784 -0.01
C -1.7215 1.5803 0.5303 -0.01
C -1.6558 0.1877 0.4186 -0.10
C -2.8183 -0.5064 0.0398 -0.13
O -2.8363 -1.8525 -0.0987 0.13
C -1.7277 -2.6229 0.1166 -0.44
O -1.8241 -3.8151 -0.0445 0.11
C -0.5225 -1.9285 0.5231 0.07
C -0.4681 -0.5865 0.6742 -0.14
C 0.7982 0.0879 1.1240 -0.14
N 1.2118 1.1247 0.1889 -0.18
C 2.3209 1.9321 0.6613 -0.17
C 3.6748 1.2170 0.5824 -0.17
N 3.9046 0.8081 -0.7925 -0.17
C 2.8567 -0.0903 -1.2388 -0.17
C 1.5093 0.6357 -1.1453 -0.15
H 0.7040 -0.0254 -1.4704 0.12
H 1.5353 1.5070 -1.8057 0.13
H 3.0494 -0.3637 -2.2786 0.13
H 2.8141 -1.0177 -0.6423 0.12
C 5.2487 0.3550 -1.0737 -0.18
H 5.3174 0.1904 -2.1531 0.12
C 5.7275 -0.9295 -0.3684 -0.25
O 5.9227 -0.7831 1.0189 -0.07
H 6.5698 -0.0851 1.1692 0.09
H 4.9858 -1.7231 -0.4772 0.11
H 6.6575 -1.2632 -0.8515 0.12
H 5.9288 1.1741 -0.8119 0.12
H 4.4645 1.9133 0.8748 0.12
H 3.6924 0.3649 1.2799 0.12
H 2.1241 2.2465 1.6889 0.12
H 2.3602 2.8204 0.0235 0.12
H 1.5649 -0.6840 1.2905 0.12
H 0.6060 0.5777 2.0855 0.14
H 0.3341 -2.5602 0.7003 0.13
H -0.8321 2.1265 0.7937 0.11
H -2.9405 3.3199 0.3646 0.11
O -5.2160 2.1913 -0.3374 0.07
H -5.0905 3.1413 -0.2241 0.11
H -4.9903 -1.3233 -1.4071 0.09
H -6.0210 0.0512 -0.9447 0.08
H -5.6015 -1.2022 0.2345 0.09


# 4
10
Properties=species:S:1:pos:R:3:lowdin_charge:R:1 method="wB97M-V/def2-TZVPD" mol_weight_g_mol=88.5 e_above_lowest_kcal_mol=83.8 orbital_gap_ev="7.21 / 7.95"
C -0.6427 0.4465 0.5348 -0.23
C 0.7048 0.2909 0.8737 -0.04
C -1.6448 -0.3725 -0.2261 -0.50
C 1.6875 -0.0442 -0.1626 -0.17
Cl -3.3493 -0.0514 0.0575 0.57
H -1.2581 1.0348 1.1897 0.05
H -1.3961 -1.0413 -1.0382 0.04
H 1.1940 -0.4274 -1.2029 0.13
H 2.4423 -0.6843 0.3216 0.07
H 2.2623 0.8489 -0.3475 0.07